Model P:
One molecule with the formula C3H3BrFI. Source: OMol25; level of theory: wB97M-V/def2-TZVPD.

Each line ends with the Mulliken charge.
Positions of all 9 atoms, in Å:
C (0.058, 0.606, -1.742)  -0.38
H (1.112, 0.538, -1.523)  0.22
F (-0.353, -1.901, 1.364)  -0.06
H (-1.673, 0.998, -0.777)  0.38
I (-0.414, 1.124, 1.416)  0.21
H (-0.301, 0.283, -2.718)  0.26
C (0.169, -1.247, 2.387)  -0.07
C (-0.652, 0.921, -0.686)  -0.49
Br (2.055, -1.323, 2.279)  -0.06

Values from the calculation:
2S+1   1
Net charge   0
LUMO level   -0.012 hartree



Model Q:
A 2-piece molecular cluster, C3H3BrFI overall. Source: OMol25; level of theory: wB97M-V/def2-TZVPD.

Each line ends with the Mulliken charge.
Positions of all 9 atoms, in Å:
H (-0.809, -2.405, 0.551)  0.31
C (-0.318, -1.460, 0.400)  -0.35
C (-0.843, -0.302, 0.003)  -0.51
F (0.681, 2.676, 0.393)  -0.07
H (-0.266, 0.083, -0.739)  0.52
Br (2.548, 0.810, -0.163)  -0.02
I (-2.833, 0.226, -0.155)  0.06
C (1.052, 1.846, -0.589)  0.04
H (0.788, -1.474, 0.297)  0.02

Values from the calculation:
2S+1   1
Net charge   0
LUMO level   -0.031 hartree



Stability check: which of them is most stable? model P.



Model P:
One molecule with the formula C3H7PS. Source: OMol25; level of theory: wB97M-V/def2-TZVPD.

Each line ends with the Mulliken charge.
Positions of all 12 atoms, in Å:
H (-1.303, -0.676, 0.516)  0.32
H (2.647, -1.168, 1.803)  0.05
H (0.654, -0.975, -0.820)  0.31
H (-1.422, 1.126, -1.999)  0.19
S (1.550, 0.843, 0.532)  -0.13
H (0.515, 0.695, -1.521)  0.31
C (0.357, 0.136, -0.607)  -0.61
H (-2.990, 0.492, -1.364)  0.26
H (1.586, -0.140, 3.183)  0.08
P (1.392, -0.752, 1.847)  -0.11
C (-1.882, 0.428, -1.285)  -0.77
C (-1.105, -0.008, -0.286)  0.08

Values from the calculation:
2S+1   1
Net charge   0
LUMO level   0.033 hartree
Structure (SMILES)   C=CCSP



Model Q:
A 2-piece molecular cluster, C3H7PS overall. Source: OMol25; level of theory: wB97M-V/def2-TZVPD.

Each line ends with the Mulliken charge.
Positions of all 12 atoms, in Å:
H (-1.904, 0.453, 0.451)  0.30
H (-0.337, -2.028, 1.029)  0.27
C (-1.231, 1.216, -0.115)  -1.04
C (-0.020, -1.604, 0.040)  -0.90
H (-0.968, -1.400, -0.503)  0.25
P (1.940, 0.670, 0.871)  -0.19
H (-0.745, 1.938, 0.471)  0.44
H (-1.478, 1.470, -1.168)  0.25
C (0.812, -0.342, 0.055)  0.46
H (1.277, 1.990, 0.490)  0.02
S (2.074, -0.047, -1.136)  -0.24
H (0.581, -2.315, -0.485)  0.38

Values from the calculation:
2S+1   1
Net charge   0
LUMO level (spin up / spin down)   -0.001 / 0.008 hartree



Stability check: which of them is most stable? model P.



Model P:
One molecule with the formula C4H3NO2. Source: OMol25; level of theory: wB97M-V/def2-TZVPD.

Each line ends with the Mulliken charge.
Positions of all 10 atoms, in Å:
C (0.073, -1.256, 0.071)  -0.33
O (0.259, 1.064, -0.045)  -0.36
C (-0.964, 0.590, -0.065)  1.14
C (1.054, -0.154, 0.047)  0.43
O (-1.948, 1.421, -0.148)  -0.38
H (-2.684, 0.763, -0.146)  0.42
H (0.442, -2.275, 0.139)  0.39
N (2.302, -0.133, 0.090)  -0.60
H (2.682, 0.811, 0.054)  0.29
C (-1.216, -0.832, 0.003)  -1.01

Values from the calculation:
2S+1   1
Net charge   0
LUMO level   -0.033 hartree
Structure (SMILES)   [H]/N=C1/C=C=C(O)O1



Model Q:
A 2-piece molecular cluster, C4H3NO2 overall. Source: OMol25; level of theory: wB97M-V/def2-TZVPD.

Each line ends with the Mulliken charge.
Positions of all 10 atoms, in Å:
H (-1.298, 0.378, -0.692)  0.23
H (-0.111, -1.042, 1.148)  0.27
C (1.189, 2.246, -1.408)  0.46
O (1.913, 3.025, -1.777)  -0.38
C (-0.188, 0.460, -0.422)  0.19
N (0.378, 1.444, -1.094)  -0.19
H (1.327, 0.028, 1.195)  0.24
C (-1.517, 2.067, -3.006)  0.14
C (0.379, -0.220, 0.676)  -0.78
O (-1.031, 3.000, -3.449)  -0.16

Values from the calculation:
2S+1   1
Net charge   0
LUMO level   0.031 hartree



Model R:
One molecule with the formula C4H3NO2. Source: OMol25; level of theory: wB97M-V/def2-TZVPD.

Each line ends with the Mulliken charge.
Positions of all 10 atoms, in Å:
O (-1.761, -0.225, -0.210)  -0.26
N (0.184, -1.349, -0.109)  -0.35
C (0.403, 0.785, 0.656)  -0.38
H (0.165, 1.810, 0.889)  0.34
C (-0.434, -0.233, 0.150)  0.73
H (-2.495, -0.388, -1.971)  0.19
C (-1.695, 0.194, -1.479)  -0.26
C (1.590, 0.131, 0.720)  -0.32
O (1.475, -1.124, 0.271)  -0.13
H (2.568, 0.400, 1.083)  0.44

Values from the calculation:
2S+1   1
Net charge   0
LUMO level   0.001 hartree



Stability check: which of them is most stable? model Q.



Model P:
A 2-piece molecular cluster, C4H3NO2 overall. Source: OMol25; level of theory: wB97M-V/def2-TZVPD.

Each line ends with the Mulliken charge.
Positions of all 10 atoms, in Å:
N (0.063, -1.426, -0.040)  -0.47
C (0.718, -0.580, 0.853)  0.27
C (-1.000, -0.761, -0.414)  -0.27
H (0.340, 0.869, -0.582)  0.19
O (-0.152, 0.421, 1.267)  -0.27
O (2.747, 0.510, -0.255)  -0.33
H (-1.723, 1.299, 0.193)  0.37
C (-0.936, 0.552, 0.156)  -0.19
H (-1.696, -1.129, -1.159)  0.37
C (1.640, 0.246, -0.019)  0.33

Values from the calculation:
2S+1   1
Net charge   0
LUMO level (spin up / spin down)   -0.008 / -0.008 hartree



Model Q:
One molecule with the formula C4H3NO2. Source: OMol25; level of theory: wB97M-V/def2-TZVPD.

Each line ends with the Mulliken charge.
Positions of all 10 atoms, in Å:
C (-0.673, 0.705, 0.674)  0.46
H (1.584, -1.845, -0.295)  0.35
C (0.425, -0.782, -1.649)  0.66
C (0.481, -0.140, 0.638)  0.04
C (0.836, -1.071, -0.422)  -0.76
O (0.278, 1.394, 0.056)  -0.46
O (0.085, -0.501, -2.720)  -0.32
H (1.027, -0.268, 1.575)  0.40
N (-1.819, 0.796, 1.162)  -0.63
H (-2.224, 1.711, 0.981)  0.25

Values from the calculation:
2S+1   1
Net charge   0
LUMO level   0.014 hartree
Structure (SMILES)   [H]/N=C1\O[C@@H]1C=C=O



Stability check: which of them is most stable? model Q.



Model P:
One molecule with the formula C4H5NS. Source: OMol25; level of theory: wB97M-V/def2-TZVPD.

Each line ends with the Mulliken spin population.
Positions of all 11 atoms, in Å:
N (-0.311, 0.081, -1.422)  0.28
C (-0.208, 0.265, 0.991)  0.00
H (-0.523, 1.153, 1.573)  0.01
C (1.068, -0.381, 0.784)  0.67
C (0.816, -0.375, -1.384)  0.59
S (-0.092, -1.504, 1.489)  0.36
H (-2.046, -0.050, -0.086)  0.01
H (1.441, -0.796, -2.199)  0.10
H (2.152, -0.366, 0.805)  -0.03
C (-1.051, 0.477, -0.290)  0.02
H (-1.247, 1.496, -0.259)  0.00

Values from the calculation:
2S+1   3
Net charge   0
LUMO level (spin up / spin down)   0.034 / -0.047 hartree
Expectation value of S²   2.008



Model Q:
A 2-piece molecular cluster, C4H5NS overall. Source: OMol25; level of theory: wB97M-V/def2-TZVPD.

Each line ends with the Mulliken spin population.
Positions of all 11 atoms, in Å:
C (-0.289, -0.234, 0.628)  -0.12
H (0.007, 0.167, 1.590)  0.00
N (1.080, -2.168, -0.238)  0.13
S (3.042, 0.943, -0.008)  1.01
H (-2.338, 1.592, -1.228)  0.04
C (0.550, -1.148, 0.086)  0.41
H (3.164, 1.844, 0.952)  -0.02
H (1.944, -2.293, -0.744)  0.05
C (-1.372, 0.250, 0.014)  0.48
H (-3.387, 0.313, -0.470)  0.04
C (-2.401, 0.734, -0.580)  -0.03

Values from the calculation:
2S+1   3
Net charge   0
LUMO level (spin up / spin down)   0.029 / -0.094 hartree
Expectation value of S²   2.029



Stability check: which of them is most stable? model Q.



Model P:
C2HBr4F as an isolated structure. Source: OMol25; level of theory: wB97M-V/def2-TZVPD.

Each line ends with the Mulliken charge.
Positions of all 8 atoms, in Å:
Br (1.547, 1.704, 0.338)  -0.08
F (-0.941, -1.220, 1.667)  -0.21
Br (-1.341, -0.937, -3.148)  -0.01
C (0.802, 0.017, 0.742)  -0.08
Br (-0.540, 1.173, -2.816)  0.01
H (-0.970, 0.803, 1.627)  0.36
C (-0.379, -0.056, 1.346)  0.06
Br (1.822, -1.485, 0.244)  -0.05

Values from the calculation:
2S+1   1
Net charge   0
LUMO level   -0.054 hartree



Model Q:
C2HBr4F as an isolated structure. Source: OMol25; level of theory: wB97M-V/def2-TZVPD.

Each line ends with the Mulliken charge.
Positions of all 8 atoms, in Å:
Br (2.259, 2.244, 1.427)  -0.05
Br (0.885, 1.028, -1.177)  -0.08
H (-1.166, 0.289, 1.237)  0.32
Br (4.594, -1.122, -0.300)  0.01
C (-0.218, 0.929, 1.397)  0.15
C (0.755, 1.452, 0.647)  -0.12
F (-0.297, 1.189, 2.694)  -0.20
Br (4.782, 1.036, -1.276)  -0.02

Values from the calculation:
2S+1   1
Net charge   0
LUMO level   -0.073 hartree



Stability check: which of them is most stable? model P.



Model P:
One molecule with the formula C8H16O. Source: OMol25; level of theory: wB97M-V/def2-TZVPD.

Each line ends with the Mulliken charge.
Positions of all 25 atoms, in Å:
H (-2.638, -1.494, -0.577)  0.30
C (1.579, -0.384, -1.294)  -1.78
H (-0.844, 1.576, 1.866)  0.34
H (-0.032, -2.207, 0.416)  0.32
C (-0.045, -0.142, 0.730)  1.89
H (-0.983, -2.071, -0.645)  0.21
H (1.022, 2.210, -1.513)  0.40
H (-0.760, 0.179, 2.689)  0.63
H (0.315, -1.759, 2.095)  0.42
H (-1.640, -1.223, -2.152)  0.31
H (1.518, -1.437, 0.796)  0.34
C (0.505, -1.527, 1.060)  -1.54
H (1.156, -1.321, -1.237)  0.38
C (-1.600, -1.227, -1.003)  -1.32
H (0.694, 1.003, 2.401)  0.36
H (2.487, -0.386, -0.725)  0.37
C (-0.252, 0.673, 1.941)  -2.26
C (-1.077, 0.013, -0.312)  0.32
H (1.727, 0.035, -2.266)  0.48
H (-0.156, 2.488, -0.011)  0.29
O (-1.961, 1.082, -0.359)  -0.57
H (1.689, 2.151, 0.260)  0.22
C (0.604, 0.490, -0.447)  0.89
H (-2.080, 1.293, -1.295)  0.40
C (0.770, 1.986, -0.417)  -1.42

Values from the calculation:
2S+1   1
Net charge   0
LUMO level   0.030 hartree
Structure (SMILES)   CC1(C)C(C)(C)C1(C)O



Model Q:
C8H16O as an isolated structure. Source: OMol25; level of theory: wB97M-V/def2-TZVPD.

Each line ends with the Mulliken charge.
Positions of all 25 atoms, in Å:
H (2.031, 1.376, -1.685)  0.30
C (-0.936, 1.394, -1.247)  -1.74
H (-1.672, 1.379, -0.457)  0.26
H (2.483, -0.798, -0.299)  0.39
C (1.597, -1.350, 0.013)  -1.92
O (0.812, 0.201, 2.798)  -0.54
C (-2.150, -0.895, 0.607)  -1.44
H (-0.541, 2.417, -1.288)  0.34
H (-0.669, 1.253, 1.743)  0.33
H (1.480, -2.227, -0.628)  0.36
H (-2.623, 0.093, 0.677)  0.30
C (-0.686, -0.917, 0.918)  -0.88
C (0.183, 0.402, -1.096)  1.47
C (0.234, 0.650, 1.616)  -0.59
C (1.301, 0.649, -2.072)  -1.66
H (0.164, -0.324, 3.285)  0.36
H (0.972, 1.333, 1.201)  0.39
H (-0.357, -1.699, 1.594)  0.65
H (-2.322, -1.237, -0.422)  0.32
C (0.337, -0.502, -0.056)  1.26
H (-1.472, 1.238, -2.197)  0.38
H (1.853, -0.250, -2.339)  0.42
H (-2.690, -1.534, 1.307)  0.38
H (0.902, 1.070, -2.997)  0.42
H (1.769, -1.720, 1.023)  0.44

Values from the calculation:
2S+1   1
Net charge   0
LUMO level   0.028 hartree



Model R:
One molecule with the formula C8H16O. Source: OMol25; level of theory: wB97M-V/def2-TZVPD.

Each line ends with the Mulliken charge.
Positions of all 25 atoms, in Å:
C (0.510, 0.808, -1.100)  -0.76
H (3.103, -1.169, -2.414)  0.36
H (2.085, -1.077, 0.132)  0.36
C (2.053, 0.415, -1.306)  0.61
C (2.546, -0.101, -0.011)  -1.62
H (2.577, 1.357, -1.473)  0.37
C (2.138, -0.613, -2.429)  -1.36
H (-1.758, -1.429, 0.615)  0.32
H (3.610, -0.298, 0.003)  0.39
H (-1.853, 1.113, 3.033)  0.28
H (2.116, -0.052, -3.340)  0.34
C (-1.974, 0.273, 2.330)  -0.41
C (-1.048, -0.621, 0.375)  -0.17
H (0.098, 1.279, -1.934)  0.46
H (-1.570, -0.599, 2.858)  0.38
H (-0.468, -1.402, -1.277)  0.21
C (-3.469, 0.357, 1.944)  -1.01
H (-3.833, -0.663, 1.688)  0.29
O (-1.088, 0.483, 1.153)  -0.33
C (-0.338, -0.477, -0.742)  -0.44
H (1.403, -1.370, -2.497)  0.32
H (2.329, 0.457, 0.890)  0.38
H (-3.547, 0.919, 1.041)  0.33
H (-4.018, 0.872, 2.739)  0.35
H (0.395, 1.539, -0.278)  0.36

Values from the calculation:
2S+1   1
Net charge   0
LUMO level   0.039 hartree
Structure (SMILES)   CCO/C=C\CC(C)C



Stability check: which of them is most stable? model R.



Model P:
One molecule with the formula C14H18N2O5. Source: OMol25; level of theory: wB97M-V/def2-TZVPD.

Each line ends with the Mulliken charge.
Positions of all 39 atoms, in Å:
H (6.434, -0.886, 0.043)  0.46
C (2.335, -0.151, 0.374)  0.38
O (2.578, 1.885, -0.777)  -0.33
H (4.134, -3.464, -1.259)  0.40
C (3.034, -1.034, -0.674)  -1.04
H (0.630, 0.402, -0.723)  0.32
O (3.443, 1.801, 1.295)  -0.58
H (5.528, 0.058, -1.138)  0.29
C (-0.011, -0.578, 0.971)  0.47
H (-4.478, 0.141, 1.933)  0.47
H (3.561, 3.299, -1.874)  0.25
H (-1.093, -0.681, -1.578)  0.46
C (-4.089, -0.092, -0.156)  0.06
H (3.125, -0.478, -1.610)  0.36
H (3.618, 3.538, -0.100)  0.36
N (0.912, -0.098, 0.105)  -0.15
C (5.459, -0.460, -0.183)  -1.40
H (5.223, 0.263, 0.592)  0.28
C (-2.391, -0.188, 1.519)  -0.55
H (-2.072, -0.159, 2.549)  0.46
O (-5.758, 0.006, -1.697)  -0.61
H (-3.474, -0.387, -2.179)  0.48
C (-3.720, -0.028, 1.183)  -0.43
N (-5.476, 0.075, -0.520)  0.99
H (4.948, -2.237, -2.233)  0.35
H (2.454, -0.576, 1.376)  0.43
C (4.408, -1.564, -0.249)  0.83
O (-6.271, 0.278, 0.371)  -0.61
C (-1.433, -0.395, 0.530)  0.37
C (-3.149, -0.325, -1.152)  -0.57
H (2.112, 3.871, -1.002)  0.26
C (2.868, 1.280, 0.380)  0.03
C (2.996, 3.236, -0.944)  -0.78
O (0.272, -1.113, 2.020)  -0.65
C (4.853, -2.648, -1.231)  -1.63
H (4.310, -2.015, 0.744)  0.29
H (5.816, -3.055, -0.935)  0.43
H (2.377, -1.889, -0.851)  0.28
C (-1.820, -0.474, -0.807)  -0.43

Values from the calculation:
2S+1   1
Net charge   0
LUMO level   -0.031 hartree
Structure (SMILES)   COC(=O)[C@H](CC(C)C)NC(=O)c1ccc([N+](=O)[O-])cc1



Model Q:
One molecule with the formula C14H18N2O5. Source: OMol25; level of theory: wB97M-V/def2-TZVPD.

Each line ends with the Mulliken charge.
Positions of all 39 atoms, in Å:
C (4.077, -2.118, 0.821)  -0.72
C (2.249, -1.804, -1.217)  -0.07
H (3.498, 1.287, -1.226)  0.42
H (2.014, 0.689, -2.116)  0.40
O (0.595, 3.619, 0.241)  -0.52
H (-0.964, -1.364, 0.976)  0.40
H (-2.948, 0.939, 0.381)  0.26
H (-2.751, -0.555, 2.640)  0.26
C (2.944, -0.671, -0.744)  0.27
H (1.681, -1.763, -2.155)  0.46
O (-4.730, -1.484, -1.916)  -0.58
H (-1.627, 0.644, 2.951)  0.29
O (1.810, 3.325, -1.601)  -0.56
H (-4.150, -1.223, 1.110)  0.34
C (2.557, 0.699, -1.179)  -1.14
C (2.292, -3.010, -0.508)  -0.75
C (1.369, 2.873, -0.584)  0.44
O (-5.396, 0.001, -0.377)  -0.43
C (-4.598, -0.959, -0.832)  0.36
H (-3.197, -2.197, 0.013)  0.34
N (-1.779, -0.306, 2.568)  -0.65
O (-0.190, 1.723, 1.805)  -0.87
C (-0.347, 0.754, 1.028)  0.38
H (3.519, -4.147, 0.786)  0.42
H (0.240, 3.114, 0.959)  0.43
H (-6.017, 0.228, -1.085)  0.34
H (2.159, 1.407, 0.809)  0.26
C (3.827, -0.831, 0.255)  -0.37
C (-3.561, -1.207, 0.211)  -0.38
C (-1.356, -0.363, 1.205)  -0.05
H (1.722, -3.841, -0.939)  0.40
H (0.399, -0.226, -0.493)  0.21
C (-2.445, -0.027, 0.158)  -0.74
N (0.466, 0.640, -0.041)  0.08
H (4.323, 0.015, 0.660)  0.46
H (4.804, -2.203, 1.621)  0.37
H (-2.020, 0.002, -0.852)  0.47
C (1.647, 1.400, -0.199)  0.15
C (3.313, -3.173, 0.428)  -0.38

Values from the calculation:
2S+1   1
Net charge   0
LUMO level   0.016 hartree
Structure (SMILES)   N[C@@H](CCC(=O)O)C(=O)N[C@@H](Cc1ccccc1)C(=O)O



Stability check: which of them is most stable? model Q.